{"formula": "C6H9NO4", "method": "ωB97M-V/def2-TZVPD", "symbols": ["C", "C", "C", "C", "C", "C", "N", "O", "O", "O", "O", "H", "H", "H", "H", "H", "H", "H", "H", "H"], "coordinates": [[1.880, -0.932, -0.523], [0.845, -0.154, -0.781], [0.296, -2.418, -2.405], [0.498, 0.301, -2.330], [-0.415, 1.613, 0.378], [-1.393, -0.539, -0.116], [-0.076, 0.168, 0.260], [-0.101, 1.355, -2.492], [1.100, -3.151, -2.802], [0.676, -0.581, -3.207], [2.136, -1.334, 0.742], [2.677, -1.257, -1.285], [-1.324, 1.814, 1.082], [0.525, 2.078, 0.889], [-0.648, 2.156, -0.556], [-1.901, -0.359, -1.142], [-1.258, -1.688, -0.151], [-1.953, -0.343, 0.809], [0.251, -0.213, 1.247], [2.716, -2.110, 0.666]], "nbo_charge": [0.1550, -0.0980, 0.4535, 0.7865, -0.4404, -0.4436, -0.4002, -0.7078, -0.5794, -0.6828, -0.7104, 0.2262, 0.2172, 0.2189, 0.3028, 0.2914, 0.2488, 0.2026, 0.4591, 0.5005], "largest_force_ha_per_bohr": 0.0745, "spin_multiplicity": 1, "energy_ev": -16044.19001, "homo_ev": -8.49}

---

{"formula": "C9H16N3O", "method": "ωB97M-V/def2-TZVPD", "symbols": ["C", "C", "N", "N", "N", "H", "H", "H", "H", "H", "H", "H", "H", "C", "C", "C", "C", "C", "C", "C", "O", "H", "H", "H", "H", "H", "H", "H", "H"], "coordinates": [[-1.821, -1.765, -2.119], [-0.970, 0.539, -1.967], [-1.012, -0.700, -1.516], [-2.099, 1.093, -2.444], [0.098, 1.288, -1.759], [-0.245, -1.101, -0.991], [-2.052, 1.695, -3.243], [-2.990, 0.667, -2.265], [1.030, 1.019, -1.467], [0.019, 2.207, -2.125], [-2.541, -2.168, -1.420], [-1.198, -2.610, -2.414], [-2.265, -1.445, -3.029], [-0.811, -0.060, 3.362], [2.092, 1.312, 1.337], [0.962, 1.247, 2.154], [2.305, 0.262, 0.461], [0.279, 0.043, 2.304], [1.673, -0.974, 0.600], [0.673, -1.066, 1.562], [3.018, 0.577, -0.697], [2.811, 2.121, 1.331], [0.639, 2.136, 2.675], [3.412, -0.243, -0.991], [2.088, -1.855, 0.126], [-0.313, -0.415, 4.250], [-1.607, -0.736, 3.050], [0.121, -1.976, 1.747], [-1.295, 0.908, 3.486]], "nbo_charge": [-0.4289, 0.6768, -0.5560, -0.7894, -0.7382, 0.4347, 0.4197, 0.4261, 0.4544, 0.4107, 0.2226, 0.2275, 0.2182, -0.6260, -0.2552, -0.1747, 0.2777, -0.0335, -0.3559, -0.1952, -0.6937, 0.2436, 0.2262, 0.4843, 0.2309, 0.2350, 0.2152, 0.2201, 0.2230], "largest_force_ha_per_bohr": 0.0305, "spin_multiplicity": 1, "energy_ev": -16104.68667, "homo_ev": -11.69, "total_charge": 1}

---

{"formula": "C5H16N2O", "method": "ωB97M-V/def2-TZVPD", "symbols": ["C", "N", "C", "O", "H", "H", "H", "H", "H", "H", "C", "C", "N", "C", "H", "H", "H", "H", "H", "H", "H", "H", "H", "H"], "coordinates": [[-0.015, -1.259, -1.912], [0.389, -0.053, -1.164], [1.882, -0.236, -0.615], [2.575, -1.119, -1.242], [0.809, -1.601, -2.540], [-0.900, -1.035, -2.508], [-0.249, -2.071, -1.221], [0.403, 0.720, -1.822], [1.715, -0.443, 0.478], [2.250, 0.809, -0.659], [-0.100, 2.266, 1.492], [-1.328, 1.390, 1.317], [-0.930, -0.007, 1.039], [-2.066, -0.950, 0.926], [0.547, 2.202, 0.620], [-0.385, 3.305, 1.618], [0.476, 1.969, 2.365], [-1.960, 1.398, 2.208], [-1.929, 1.715, 0.470], [-0.285, -0.317, 1.760], [-0.300, 0.008, -0.020], [-2.811, -0.751, 1.697], [-1.703, -1.968, 1.029], [-2.524, -0.831, -0.054]], "nbo_charge": [-0.4324, -0.6989, 0.1712, -0.8435, 0.2495, 0.1799, 0.1817, 0.3759, 0.0365, 0.0754, -0.6275, -0.2117, -0.5836, -0.4154, 0.2278, 0.2274, 0.2134, 0.1925, 0.2019, 0.3989, 0.4445, 0.1990, 0.2244, 0.2132], "largest_force_ha_per_bohr": 0.0264, "spin_multiplicity": 1, "energy_ev": -10469.81718, "homo_ev": -6.67}

---

{"formula": "C27H51Br8N5O", "method": "ωB97M-V/def2-TZVPD", "symbols": ["C", "O", "N", "C", "C", "H", "H", "H", "H", "H", "H", "H", "C", "C", "C", "C", "N", "H", "H", "H", "H", "H", "H", "H", "C", "C", "C", "C", "N", "H", "H", "H", "H", "H", "H", "H", "C", "C", "C", "C", "N", "H", "H", "H", "H", "H", "H", "H", "C", "C", "C", "C", "N", "H", "H", "H", "H", "H", "H", "H", "Br", "C", "C", "Br", "H", "H", "H", "H", "Br", "C", "C", "Br", "H", "H", "H", "H", "Br", "C", "C", "Br", "H", "H", "H", "H", "Br", "C", "C", "Br", "H", "H", "H", "H"], "coordinates": [[2.480, -3.373, -7.793], [1.429, -2.859, -7.332], [2.924, -4.655, -7.547], [4.108, -5.229, -8.074], [2.174, -5.482, -6.632], [3.115, -2.777, -8.466], [4.918, -5.336, -7.352], [4.537, -4.663, -8.901], [3.877, -6.185, -8.542], [1.231, -5.005, -6.364], [2.038, -6.503, -6.990], [2.664, -5.442, -5.660], [-6.954, 1.327, 3.283], [-6.633, 0.864, 4.729], [-7.383, -0.427, 5.079], [-8.798, -0.357, 4.875], [-9.948, -0.284, 4.759], [-6.607, 0.690, 2.470], [-6.477, 2.283, 3.066], [-8.015, 1.393, 3.045], [-6.844, 1.544, 5.554], [-5.554, 0.712, 4.701], [-7.212, -0.620, 6.138], [-6.998, -1.253, 4.481], [1.136, 12.335, -0.503], [1.342, 11.309, 0.604], [1.440, 9.817, 0.161], [2.421, 9.509, -0.838], [3.260, 9.279, -1.624], [0.292, 12.102, -1.152], [2.023, 12.478, -1.120], [0.912, 13.316, -0.083], [0.590, 11.442, 1.382], [2.279, 11.583, 1.090], [0.519, 9.433, -0.278], [1.523, 9.235, 1.079], [-1.374, -6.601, 4.036], [-2.006, -7.990, 4.035], [-2.640, -8.355, 2.668], [-3.652, -7.325, 2.278], [-4.401, -6.457, 1.960], [-0.731, -6.323, 4.871], [-2.152, -5.846, 3.918], [-0.769, -6.514, 3.133], [-2.788, -7.956, 4.794], [-1.433, -8.844, 4.395], [-3.226, -9.270, 2.747], [-1.830, -8.392, 1.940], [6.431, 0.546, -4.542], [7.481, -0.542, -4.786], [8.532, -0.181, -5.851], [8.085, -0.293, -7.186], [7.677, -0.396, -8.295], [5.741, 0.736, -5.364], [6.826, 1.515, -4.238], [5.868, 0.312, -3.639], [6.960, -1.486, -4.945], [8.000, -0.724, -3.845], [9.319, -0.923, -5.714], [9.035, 0.778, -5.730], [-9.833, 8.629, -3.277], [-8.137, 8.003, -2.446], [-6.938, 8.638, -3.047], [-6.864, 10.628, -2.816], [-8.089, 6.926, -2.608], [-8.092, 8.181, -1.372], [-6.649, 8.550, -4.095], [-6.035, 8.262, -2.566], [7.334, -8.459, 1.530], [6.040, -8.864, 0.102], [4.626, -9.012, 0.704], [3.430, -9.774, -0.750], [6.381, -9.779, -0.383], [6.065, -8.087, -0.663], [4.162, -8.050, 0.924], [4.690, -9.764, 1.490], [-1.539, 2.604, -1.109], [0.027, 1.430, -1.088], [-0.278, 0.375, -0.021], [1.180, -0.976, -0.022], [0.907, 1.992, -0.775], [0.104, 0.965, -2.070], [-1.217, -0.178, -0.053], [-0.171, 0.854, 0.952], [-0.624, 1.290, 8.629], [-0.583, 0.517, 10.416], [-1.849, 0.977, 11.120], [-1.732, 2.853, 11.570], [0.360, 0.811, 10.877], [-0.633, -0.567, 10.313], [-2.055, 0.564, 12.107], [-2.751, 0.791, 10.537]], "lowdin_charge": [-0.2780, -0.0343, -0.2107, -0.0873, -0.0553, 0.1328, 0.0897, 0.0889, 0.0888, 0.0828, 0.0914, 0.0909, -0.1082, -0.2339, -0.2115, -0.2530, 0.1490, 0.0729, 0.0664, 0.0636, 0.1085, 0.1030, 0.1191, 0.1242, -0.1169, -0.2452, -0.1985, -0.2394, 0.1395, 0.0740, 0.0736, 0.0695, 0.1043, 0.1056, 0.1169, 0.1165, -0.1098, -0.2671, -0.1802, -0.2159, 0.1263, 0.0727, 0.0692, 0.0711, 0.1024, 0.1045, 0.1116, 0.1155, -0.1126, -0.2438, -0.2118, -0.2430, 0.1366, 0.0760, 0.0704, 0.0674, 0.1110, 0.1030, 0.1194, 0.1279, 0.5653, -0.6674, -0.6694, 0.5355, 0.0614, 0.0661, 0.0515, 0.0570, 0.5907, -0.7025, -0.6137, 0.5290, 0.0435, 0.0541, 0.0517, 0.0469, 0.6069, -0.6863, -0.6933, 0.5628, 0.0600, 0.0538, 0.0514, 0.0442, 0.5970, -0.6821, -0.7292, 0.6028, 0.0550, 0.0585, 0.0455, 0.0523], "largest_force_ha_per_bohr": 0.1175, "spin_multiplicity": 1, "energy_ev": -598661.46935, "smiles": "CN(C)C=O.BrCCBr.BrCCBr.BrCCBr.BrCCBr.CCCC#N.CCCC#N.CCCC#N.CCCC#N", "homo_ev": -9.33}

---

What is the formula in the first record?
C6H9NO4